Computed, not measured: a structure of composition C20H27N2O4 at a distorted geometry, with the ωB97M-V functional and the def2-TZVPD basis.

Values from the calculation:
**Energy**: -1188.4357 a.u.
**Charge**: +1
**Lowest unoccupied orbital energy**: -3.841 eV
**Spin multiplicity**: 1
**E_HOMO**: -11.46 eV
**Energy above the lowest of the compared OMol25 structures with the same formula, charge and spin**: 14.57 kcal per mole

Each line ends with the Mulliken charge.
Positions of all 53 atoms, in Å:
C  1.3204  -5.6405  -2.7758  -0.785
O  1.2615  -4.2292  -3.1266  -0.408
C  1.0315  -3.3086  -2.1540  0.843
C  0.7775  -1.9763  -2.5710  -0.812
C  0.3554  -1.0419  -1.6578  -0.286
C  0.1501  -1.3419  -0.2819  0.003
C  -0.5782  -0.3906  0.5552  0.200
C  -1.1095  -0.8213  1.8461  0.342
C  -1.1171  -0.0139  3.0135  -0.211
C  -1.5944  -0.4784  4.2207  -1.222
C  -2.1201  -1.7803  4.3227  0.929
O  -2.4756  -2.1962  5.5678  -0.431
C  -2.9226  -3.5744  5.6939  -0.773
C  -2.2266  -2.5843  3.1555  -0.602
C  -1.7128  -2.0979  1.9601  -1.026
C  0.5558  -2.6481  0.1331  -0.504
C  0.9726  -3.6167  -0.7743  -0.636
H  1.5438  -6.0832  -3.7560  0.260
H  2.1236  -5.8938  -2.0489  0.314
H  0.3472  -6.0034  -2.3822  0.351
H  0.8709  -1.6824  -3.6215  0.435
H  0.0795  -0.0416  -1.9854  0.370
H  -1.2560  0.2986  -0.0204  0.495
H  -0.6916  0.9817  3.0212  0.420
H  -1.5337  0.1854  5.0910  0.406
H  -3.2220  -3.6345  6.7484  0.254
H  -3.7913  -3.8024  5.0350  0.306
H  -2.0885  -4.2770  5.4733  0.344
H  -2.6440  -3.5917  3.1494  0.335
H  -1.7592  -2.7444  1.0890  0.620
H  0.4235  -2.9274  1.1727  0.687
H  1.1802  -4.6208  -0.3977  0.355
C  0.9111  5.5915  -1.3464  -1.415
C  1.3572  4.5444  -2.3833  1.469
C  0.2986  4.3412  -3.4588  -1.429
C  2.7465  4.8290  -2.9603  -1.608
O  1.4868  3.1881  -1.6810  -0.442
C  0.4659  2.7893  -0.8829  0.845
N  0.8637  1.8737  0.0960  -0.376
N  -0.1895  1.4658  0.9286  -0.162
O  -0.6953  3.1839  -0.9176  -0.683
H  1.6650  5.6614  -0.5441  0.349
H  0.7963  6.6205  -1.7642  0.407
H  -0.0599  5.2822  -0.9090  0.336
H  0.5994  3.5028  -4.1125  0.346
H  -0.6564  4.0796  -2.9623  0.307
H  0.1579  5.2425  -4.0849  0.421
H  3.1135  4.0069  -3.5902  0.373
H  2.7549  5.7371  -3.5775  0.390
H  3.4775  4.9980  -2.1628  0.379
H  1.5099  1.1217  -0.0926  0.322
H  0.1188  1.3455  1.8618  0.322
H  -0.8723  2.1723  0.8490  0.279

Force components x, y, z for each atom (eV/Å):
0.072 0.105 -0.229
-0.036 0.445 1.290
-0.140 -0.373 -0.176
0.220 -0.155 -0.196
-0.506 0.085 0.514
1.287 -0.028 -0.476
-2.965 1.190 -1.752
-0.700 -0.340 1.598
-0.034 -0.737 -0.502
-0.132 -0.152 0.192
-0.092 -0.432 0.009
-0.172 -0.516 -0.980
0.054 0.295 0.087
0.373 0.650 0.403
0.265 0.418 0.043
-0.177 0.636 -0.088
-0.281 0.284 -0.033
-0.140 -0.178 0.581
-0.410 0.426 -0.524
0.511 0.345 -0.306
-0.016 -0.386 0.394
0.074 -0.165 -0.191
0.012 -2.394 -0.116
-0.408 -0.249 0.508
-0.130 -0.548 -0.239
0.102 -0.236 -0.458
0.557 0.302 0.462
-0.503 0.469 0.166
0.083 0.417 0.222
-0.134 0.185 0.102
0.311 0.010 -0.117
-0.033 0.376 -0.260
0.002 0.077 0.331
-0.474 0.279 -0.248
-0.348 -0.259 -0.209
0.164 -0.207 0.215
-0.914 -0.138 1.211
0.108 1.018 -1.200
0.167 0.495 -0.058
3.553 -1.622 -0.401
1.165 -0.636 0.502
-0.268 -0.040 -0.226
0.143 -0.950 -0.020
0.639 0.442 -0.290
-0.145 0.384 0.182
0.506 0.276 -0.545
0.164 -0.391 0.404
-0.246 0.132 0.200
-0.346 -0.211 0.179
-0.140 -0.127 -0.033
0.281 0.238 -0.323
0.874 0.688 0.701
-1.799 0.802 -0.302